{"formula": "C17H27GeIN4O3PdS", "method": "ωB97M-V/def2-TZVPD", "symbols": ["Pd", "C", "C", "N", "O", "H", "H", "H", "H", "H", "C", "Ge", "C", "C", "C", "H", "H", "H", "H", "H", "H", "H", "H", "H", "H", "H", "C", "C", "C", "N", "N", "C", "N", "S", "H", "H", "H", "H", "H", "H", "H", "I", "C", "C", "C", "C", "C", "C", "C", "O", "O", "H", "H", "H", "H"], "positions_angstrom": [[0.2070, -0.7556, 0.0081], [5.5200, -1.2639, -1.4099], [4.3557, -0.7688, -0.5884], [4.2322, 0.5593, -0.4332], [3.5698, -1.5581, -0.0743], [6.0953, -0.4606, -1.8665], [5.1359, -1.9240, -2.1857], [6.1743, -1.8523, -0.7675], [4.8248, 1.1892, -0.9418], [3.3773, 0.9122, -0.0070], [-2.7084, 1.0009, 0.4591], [-2.7984, -0.3750, -0.9378], [-4.4581, -1.3943, -0.6741], [-2.8411, 0.4838, -2.7002], [-1.3110, -1.6624, -0.8912], [-3.2476, 1.8932, 0.1366], [-1.6772, 1.2789, 0.6770], [-3.1610, 0.6338, 1.3807], [-5.3342, -0.7455, -0.7181], [-4.4399, -1.8836, 0.3013], [-4.5606, -2.1627, -1.4417], [-3.3890, 1.4263, -2.6635], [-3.3194, -0.1645, -3.4357], [-1.8204, 0.6864, -3.0232], [-0.9646, -1.9015, -1.8998], [-1.5908, -2.5793, -0.3719], [-2.4557, -2.3361, 5.4040], [-2.5842, -3.0117, 4.0382], [-1.3702, -2.8160, 3.1913], [-1.3080, -2.0062, 2.2022], [-0.0692, -1.9702, 1.6124], [0.8098, -2.7652, 2.1725], [2.0769, -2.8928, 1.7689], [0.1367, -3.6518, 3.4997], [-3.3640, -2.4825, 5.9875], [-2.2913, -1.2653, 5.2859], [-1.6200, -2.7466, 5.9727], [-3.4218, -2.5922, 3.4810], [-2.7737, -4.0801, 4.1619], [2.4663, -2.2707, 1.0585], [2.7139, -3.4579, 2.2979], [1.5991, 7.1875, -3.7576], [1.4025, 5.3290, -2.8247], [1.9364, 5.1419, -1.5578], [1.8033, 3.9055, -0.9450], [1.1435, 2.8673, -1.5910], [0.6106, 3.0717, -2.8581], [0.7380, 4.3032, -3.4815], [1.0057, 1.5382, -0.9150], [1.5207, 1.3511, 0.2128], [0.3605, 0.6302, -1.5255], [2.4457, 5.9515, -1.0537], [2.2000, 3.7354, 0.0471], [0.0947, 2.2579, -3.3488], [0.3230, 4.4629, -4.4670]], "forces_ev_per_angstrom": [[-0.06, 0.24, -0.05], [0.00, 0.00, 0.02], [0.01, 0.13, 0.00], [-0.04, -0.05, -0.01], [0.12, -0.10, -0.09], [0.00, 0.00, 0.00], [0.00, 0.00, 0.00], [0.00, 0.00, 0.00], [-0.01, 0.01, 0.00], [-0.02, 0.05, 0.00], [0.02, -0.01, 0.00], [-0.02, -0.06, -0.01], [0.00, 0.02, -0.01], [0.02, 0.01, 0.01], [0.05, -0.01, 0.06], [-0.02, -0.01, 0.01], [0.00, 0.02, -0.02], [0.02, -0.02, 0.01], [0.00, 0.00, 0.00], [0.00, 0.00, 0.00], [-0.01, 0.00, 0.00], [-0.02, -0.01, 0.00], [0.01, -0.01, 0.00], [0.00, 0.01, 0.01], [0.00, -0.01, 0.00], [0.01, -0.01, -0.03], [0.00, -0.01, -0.01], [0.00, 0.00, 0.00], [-0.01, -0.03, 0.00], [0.02, -0.03, 0.01], [-0.07, 0.05, -0.03], [0.13, -0.03, 0.01], [-0.20, -0.06, 0.13], [0.00, 0.05, 0.02], [0.00, 0.00, 0.00], [0.00, 0.00, 0.00], [0.00, 0.00, 0.00], [0.00, 0.00, 0.00], [-0.01, 0.00, -0.01], [0.04, -0.03, -0.06], [0.00, -0.01, 0.00], [0.00, -0.01, 0.01], [0.00, 0.02, -0.01], [0.00, -0.01, 0.00], [0.00, 0.00, 0.01], [0.02, -0.02, -0.01], [0.00, 0.00, 0.00], [0.00, -0.01, 0.00], [0.10, 0.03, -0.03], [-0.02, -0.10, 0.00], [-0.07, 0.01, 0.06], [0.00, 0.00, 0.00], [0.00, 0.00, 0.00], [0.00, 0.00, 0.00], [0.00, 0.00, 0.00]], "nbo_charge": [0.69, -0.71, 0.70, -0.81, -0.70, 0.21, 0.24, 0.24, 0.39, 0.44, -1.08, 1.59, -1.08, -1.09, -0.94, 0.22, 0.23, 0.23, 0.22, 0.22, 0.22, 0.22, 0.22, 0.24, 0.21, 0.20, -0.60, -0.45, 0.06, -0.24, -0.38, 0.27, -0.79, 0.33, 0.22, 0.22, 0.21, 0.24, 0.22, 0.46, 0.40, 0.14, -0.13, -0.26, -0.15, -0.18, -0.14, -0.26, 0.78, -0.75, -0.70, 0.23, 0.24, 0.24, 0.23], "e_above_lowest_kj_mol": 0.9, "fmax_ha_per_bohr": 0.005, "gap_ev": 8.587, "lumo_energy_ha": 0.01294, "homo_energy_ha": -0.30263, "molar_mass_g_mol": 673.429}


{"formula": "C17H27GeIN4O3PdS", "method": "ωB97M-V/def2-TZVPD", "symbols": ["Pd", "C", "C", "N", "O", "H", "H", "H", "H", "H", "C", "Ge", "C", "C", "C", "H", "H", "H", "H", "H", "H", "H", "H", "H", "H", "H", "C", "C", "C", "N", "N", "C", "N", "S", "H", "H", "H", "H", "H", "H", "H", "I", "C", "C", "C", "C", "C", "C", "C", "O", "O", "H", "H", "H", "H"], "positions_angstrom": [[0.3697, -0.1914, 0.5977], [-0.2709, -4.6766, 0.7112], [-0.0949, -3.2770, 0.1905], [-0.2438, -3.0700, -1.1186], [0.1689, -2.3644, 0.9871], [-0.4946, -5.3954, -0.0742], [-1.0762, -4.6764, 1.4444], [0.6429, -4.9714, 1.2250], [-0.4234, -3.8398, -1.7370], [-0.0535, -2.1353, -1.5074], [2.1741, 0.0736, 2.8385], [1.5630, 1.8743, 2.2927], [3.1559, 3.0082, 2.2496], [0.2733, 2.5236, 3.6084], [0.7134, 1.7378, 0.5285], [2.5983, 0.1715, 3.8408], [2.9615, -0.2960, 2.1818], [1.3763, -0.6718, 2.8973], [3.6218, 3.0351, 3.2358], [2.9020, 4.0278, 1.9589], [3.8809, 2.6159, 1.5343], [0.7442, 2.6501, 4.5841], [-0.5467, 1.8103, 3.6979], [-0.1363, 3.4853, 3.2963], [1.3824, 1.9414, -0.3094], [-0.1867, 2.3460, 0.4262], [-3.9417, 0.4117, 4.4691], [-4.3443, 1.2299, 3.2473], [-3.5283, 0.8874, 2.0385], [-2.3332, 0.4265, 2.0778], [-1.7809, 0.2415, 0.8360], [-2.5750, 0.5744, -0.1492], [-2.2436, 0.4699, -1.4437], [-4.1221, 1.1263, 0.4117], [-4.5268, 0.7179, 5.3356], [-2.8860, 0.5495, 4.6945], [-4.1086, -0.6512, 4.2954], [-4.2184, 2.2965, 3.4537], [-5.4014, 1.0837, 3.0168], [-1.2681, 0.2356, -1.6810], [-2.8138, 0.9148, -2.1385], [6.9647, 1.0406, 0.0869], [5.1221, 0.6601, -0.8202], [4.3601, -0.4156, -0.3892], [3.1161, -0.6355, -0.9637], [2.6396, 0.1979, -1.9708], [3.4427, 1.2338, -2.4275], [4.6769, 1.4835, -1.8438], [1.2445, 0.0350, -2.5465], [1.0226, 0.3746, -3.6964], [0.3623, -0.4427, -1.7239], [4.7278, -1.0711, 0.3890], [2.5183, -1.4785, -0.6316], [3.0729, 1.8573, -3.2310], [5.2835, 2.3128, -2.1809]], "forces_ev_per_angstrom": [[-0.38, -0.11, -0.06], [0.00, 0.00, 0.02], [-0.07, 0.06, -0.06], [0.11, 0.06, 0.01], [0.06, -0.05, -0.04], [0.00, 0.00, 0.00], [0.00, 0.01, 0.00], [0.00, -0.01, 0.00], [-0.01, -0.01, 0.03], [-0.06, -0.04, 0.04], [0.01, 0.01, 0.02], [0.05, 0.01, -0.03], [0.00, 0.03, -0.03], [-0.01, 0.00, 0.00], [0.05, 0.03, 0.02], [-0.01, -0.01, 0.00], [0.01, 0.00, -0.01], [0.00, 0.00, 0.00], [0.01, 0.00, -0.01], [0.01, 0.00, 0.00], [-0.01, 0.00, 0.00], [-0.01, -0.01, 0.00], [-0.01, 0.00, 0.00], [0.00, 0.00, 0.01], [0.02, 0.03, -0.03], [-0.01, -0.01, 0.03], [0.00, 0.01, -0.01], [0.01, -0.02, 0.01], [0.00, -0.02, 0.00], [-0.06, -0.01, -0.02], [0.20, 0.02, 0.24], [0.01, 0.00, -0.12], [-0.03, 0.07, 0.07], [0.02, 0.04, 0.00], [0.00, 0.00, 0.00], [0.00, 0.00, 0.01], [0.01, 0.00, 0.00], [-0.01, 0.01, -0.02], [0.00, -0.01, 0.01], [0.02, -0.12, -0.06], [-0.01, 0.00, -0.01], [0.00, 0.00, 0.00], [0.02, 0.00, 0.00], [-0.02, -0.01, -0.01], [-0.04, -0.01, 0.02], [-0.04, -0.04, 0.01], [-0.03, 0.04, 0.03], [-0.01, -0.01, -0.01], [0.05, 0.02, 0.04], [0.00, 0.04, 0.01], [0.19, -0.06, -0.12], [0.00, 0.00, -0.01], [-0.03, 0.05, 0.02], [0.01, 0.00, 0.00], [0.00, 0.00, 0.00]], "nbo_charge": [0.84, -0.70, 0.69, -0.80, -0.70, 0.21, 0.25, 0.24, 0.40, 0.46, -1.10, 1.54, -1.07, -1.08, -0.90, 0.24, 0.23, 0.24, 0.23, 0.23, 0.23, 0.23, 0.24, 0.23, 0.21, 0.20, -0.60, -0.44, 0.06, -0.25, -0.42, 0.26, -0.80, 0.33, 0.21, 0.22, 0.21, 0.23, 0.22, 0.46, 0.40, 0.14, -0.17, -0.20, -0.21, -0.15, -0.16, -0.25, 0.78, -0.64, -0.89, 0.22, 0.22, 0.24, 0.23], "e_above_lowest_kj_mol": 67.4, "fmax_ha_per_bohr": 0.008, "gap_ev": 8.174, "lumo_energy_ha": 0.00252, "homo_energy_ha": -0.29788, "molar_mass_g_mol": 673.429}


{"formula": "C17H27N2O", "method": "ωB97M-V/def2-TZVPD", "symbols": ["C", "N", "H", "C", "C", "N", "C", "C", "H", "H", "H", "H", "C", "C", "C", "C", "C", "H", "H", "H", "C", "H", "C", "H", "H", "C", "C", "C", "H", "C", "H", "C", "H", "H", "H", "H", "O", "H", "H", "H", "H", "H", "H", "H", "H", "H", "H"], "positions_angstrom": [[-1.6548, -2.3863, -1.3467], [-2.4501, -1.5949, -0.5873], [-3.3290, -2.0012, -0.4791], [-2.8675, -0.3173, -1.2501], [-3.8308, 0.3557, -0.4659], [-3.3870, 0.6466, 1.0639], [-3.0626, -0.6485, 1.7858], [-2.0342, -1.3389, 0.6360], [-1.8766, -2.2986, 1.1380], [-1.0318, -0.8719, 0.6088], [-2.5679, -0.1380, 2.6073], [-4.0005, -0.9925, 1.6902], [-2.3661, 1.6473, 1.0671], [-1.1016, 1.7267, 0.5216], [-0.1258, 1.3767, -0.2488], [0.9752, 0.9636, -0.7875], [1.2872, 1.8576, -1.9866], [0.3427, 1.9798, -2.6094], [1.4946, 3.1197, -1.6847], [2.0963, 1.8110, -2.5142], [2.2363, 0.9400, -0.0850], [2.2897, 2.0543, 0.5493], [3.5869, 0.5882, -0.6053], [3.3886, 0.1189, -1.4917], [4.3080, 1.4600, -0.9733], [4.1878, -0.5993, 0.2964], [3.1624, -1.9636, 0.1489], [2.0339, -1.2539, 0.6630], [1.0025, -2.0150, 0.8517], [2.1972, -0.0534, 1.2965], [1.4449, 0.4209, 1.9143], [3.6034, -0.0882, 1.5281], [3.8404, -0.7118, 2.4990], [4.0324, 0.7839, 1.8732], [3.3550, -2.7570, -0.3626], [5.2013, -0.6505, 0.2350], [0.7301, -0.2747, -1.6378], [1.5006, -0.6198, -1.6043], [-2.8863, 2.7869, 0.8336], [-2.3191, 2.0790, 2.3463], [-3.9639, 1.4233, -0.6198], [-4.9570, 0.0861, 0.0192], [-3.4978, -0.5106, -2.1573], [-2.0305, 0.1047, -1.3502], [-2.2678, -2.5038, -2.4744], [-1.3359, -3.4070, -0.9703], [-0.6917, -1.9432, -1.5257]], "forces_ev_per_angstrom": [[1.78, -4.34, -6.53], [-5.33, 1.85, -2.76], [-2.14, -1.71, 0.06], [-6.26, -4.58, -1.80], [-4.11, 3.50, 8.35], [0.52, -0.37, -2.36], [4.44, 4.52, -5.75], [3.24, -0.20, 10.38], [0.48, -0.27, -0.28], [-0.73, 0.17, 0.20], [0.00, -1.74, 0.93], [-3.02, -2.62, 1.25], [-3.90, 6.75, 5.88], [7.13, -3.56, -5.77], [-11.64, 3.86, 8.84], [6.51, -1.66, -8.55], [-5.94, 7.18, 2.19], [1.39, -0.45, 0.47], [-0.91, -3.43, -0.13], [4.78, -1.80, -3.11], [1.64, 3.00, 7.58], [-0.21, -2.87, -2.14], [1.76, 0.76, -1.69], [-0.12, -1.18, -2.92], [-1.46, -1.69, 1.55], [-4.37, -0.67, -1.08], [-1.90, 11.36, 4.37], [-2.36, -11.51, -1.43], [2.67, 2.57, -0.84], [-1.33, 4.29, -2.13], [0.17, -0.62, 0.58], [3.12, -1.75, 6.23], [-0.52, 0.31, -1.85], [0.79, 2.62, 0.12], [0.65, -4.90, -3.01], [2.75, -0.59, -0.16], [-8.46, 3.93, 1.39], [8.35, -4.51, 0.03], [0.87, -3.07, 0.03], [0.32, -1.61, -3.30], [-0.11, -0.19, -1.51], [2.66, -0.56, -2.90], [1.57, -0.41, -0.02], [6.21, 4.19, -1.54], [2.12, 0.07, 3.30], [-1.30, 1.13, 0.09], [0.20, 0.80, -0.27]], "nbo_charge": [-0.45, -0.36, 0.42, -0.25, -0.33, -0.42, -0.21, -0.29, 0.23, 0.26, 0.26, 0.21, -0.36, 0.00, 0.00, 0.07, -0.54, 0.22, 0.19, 0.21, -0.18, 0.26, -0.45, 0.20, 0.25, -0.21, -0.20, -0.18, 0.20, -0.33, 0.25, -0.39, 0.22, 0.22, 0.20, 0.23, -0.71, 0.46, 0.26, 0.24, 0.27, 0.28, 0.25, 0.24, 0.23, 0.26, 0.28], "e_above_lowest_kj_mol": 1847.3, "fmax_ha_per_bohr": 0.294, "gap_ev": 8.574, "lumo_energy_ha": -0.09862, "total_charge": 1, "homo_energy_ha": -0.41372, "molar_mass_g_mol": 275.416}